This record from OMol25 describes one molecule with the formula C3H5NSi in a non-equilibrium geometry. The level of theory is ωB97M-V/def2-TZVPD.

The geometry in ORCA input format:
```
! wB97M-V def2-TZVPD RIJCOSX def2/J DEFGRID3
* xyz 0 1
C -1.33790 0.62356 0.23414
C -0.15418 0.80307 -0.29746
Si 1.00841 -0.61811 -0.40440
C 2.70854 0.00209 0.21390
N 3.73438 0.25303 0.67058
H -2.01735 1.41704 0.26169
H -1.50521 -0.30640 0.73758
H 0.12676 1.72543 -0.79928
H 0.40802 -2.19526 0.10088
H 1.43470 -0.67553 -1.87797
*
```

E_LUMO ... 0.4869 eV
ΔE to the lowest compared entry with this formula, charge and spin ... 15.3 kcal/mol
HOMO level ... -11.001 eV
Calculated total energy ... -461.4884 a.u.
Structure (SMILES) ... C=C[SiH2]C#N


This record from OMol25 describes C3H5NiO3 as an isolated structure in a non-equilibrium geometry. The level of theory is ωB97M-V/def2-TZVPD.

The geometry in ORCA input format:
```
! wB97M-V def2-TZVPD RIJCOSX def2/J DEFGRID3
* xyz 3 3
H 0.31445 1.30099 -1.31524
O 0.78872 0.76733 -0.65864
C -1.49001 1.04956 0.73145
C 0.35186 -0.60552 -0.67614
O -2.37180 1.69776 0.42194
O -0.78383 0.25350 1.30304
C -0.06461 -0.97426 0.71717
Ni 2.67472 1.35626 -0.25957
H 1.13059 -1.26367 -1.07228
H -0.52378 -0.70883 -1.32918
H 0.80404 -1.12067 1.36586
H -0.83035 -1.75245 0.77159
*
```

E_LUMO (spin up / spin down) ... -17.5982 / -19.9933 eV
ΔE to the lowest compared entry with this formula, charge and spin ... 0.0 kcal/mol
HOMO level (spin up / spin down) ... -26.700 / -26.694 eV
Calculated total energy ... -1849.8264 a.u.


This record from OMol25 describes a 2-piece molecular cluster, C3H5O2S2 overall in a non-equilibrium geometry. The level of theory is ωB97M-V/def2-TZVPD.

The geometry in ORCA input format:
```
! wB97M-V def2-TZVPD RIJCOSX def2/J DEFGRID3
* xyz -1 1
C 1.00042 0.24547 0.79083
C -0.48940 -1.34372 -0.79869
C 0.09678 0.03919 -0.36909
O 1.38907 -0.66615 1.50314
O 1.61036 1.46709 0.80152
S 0.13912 1.25561 -1.52684
S -1.50417 0.79041 1.72749
H -0.92444 -1.78527 0.11793
H 0.50206 -1.83132 -1.23531
H -1.37134 -1.16862 -1.53642
H 1.35787 1.95556 0.08319
H -1.80635 1.04175 0.44222
*
```

E_LUMO (spin up / spin down) ... 2.9469 / 2.9462 eV
ΔE to the lowest compared entry with this formula, charge and spin ... 33.3 kcal/mol
HOMO level (spin up / spin down) ... -3.806 / -3.804 eV
Calculated total energy ... -1064.1857 a.u.


This record from OMol25 describes C3H5O2V as an isolated structure in a non-equilibrium geometry. The level of theory is ωB97M-V/def2-TZVPD.

The geometry in ORCA input format:
```
! wB97M-V def2-TZVPD RIJCOSX def2/J DEFGRID3
* xyz 0 5
H -0.71728 1.25985 1.22407
O 0.17253 -0.22848 -1.22885
C -0.65510 -0.66953 -0.34830
O -0.04596 -1.45088 0.53182
C 1.06633 -1.02858 1.23692
H 1.29474 -1.69835 2.06284
H 1.93493 -0.82264 0.61317
C -0.38490 0.97407 -1.93600
H 0.49273 1.62385 -2.07264
H -0.67399 0.60877 -2.93272
V -1.76848 1.25793 -0.36210
*
```

E_LUMO (spin up / spin down) ... -0.4344 / -0.5491 eV
HOMO level (spin up / spin down) ... -8.158 / -8.493 eV
Calculated total energy ... -1211.4892 a.u.